1.
ORCA calculation (the ωB97M-V functional and the def2-TZVPD basis) on a molecular structure, C22H35MoN7O3PS4.

Structure (XYZ):
```
73
C22H35MoN7O3PS4 the ωB97M-V functional and the def2-TZVPD basis
Mo 0.2617 -0.2398 -1.5023
C -5.2394 -1.3842 1.0506
C -4.7866 -0.0605 0.4526
N -3.9984 -0.2339 -0.7662
C -2.7117 -0.6112 -0.7380
S -1.9465 -1.0610 -2.2640
N -2.0657 -0.6510 0.3995
N -0.7757 -1.0803 0.1490
C -0.2901 -2.0592 0.8132
C -0.9895 -2.7494 1.9284
C 0.9711 -2.5802 0.2600
C 1.6366 -3.6675 0.7866
C 2.7527 -4.1550 0.1245
C 3.1780 -3.5234 -1.0358
C 2.4642 -2.4347 -1.5026
N 1.3698 -1.9850 -0.8821
H -5.8133 -1.2102 1.9603
H -4.3804 -2.0057 1.3012
H -5.8712 -1.9331 0.3520
H -4.1757 0.4955 1.1621
H -5.6430 0.5618 0.1960
H -4.4830 -0.3731 -1.6380
H -1.3611 -3.7151 1.5756
H -1.8313 -2.1657 2.2828
H -0.2990 -2.9261 2.7537
H 1.2826 -4.1349 1.6939
H 3.2839 -5.0139 0.5118
H 4.0447 -3.8650 -1.5819
H 2.7524 -1.9106 -2.4023
O -0.5474 1.6143 -2.0998
S -1.1908 1.9120 -3.4816
C -0.4483 3.5053 -3.9208
C -1.4429 4.6142 -3.5513
C -2.4061 4.0434 -2.5138
C -2.7638 2.6545 -3.0260
H -0.1987 3.4595 -4.9796
H 0.4691 3.5347 -3.3318
H -1.9949 4.9158 -4.4423
H -0.9139 5.4905 -3.1805
H -3.2986 4.6578 -2.4015
H -1.9249 3.9624 -1.5376
H -3.3566 2.6863 -3.9437
H -3.2372 1.9845 -2.3097
N -0.2843 1.7053 -6.8689
C 0.2019 0.7844 -6.3733
N 0.7579 -0.2834 -5.8054
C 0.8297 -0.3677 -4.5633
N 0.9630 -0.5085 -3.3937
C 5.4025 -0.7088 1.5398
C 4.0818 -1.3039 1.9917
C 3.8749 -1.2667 3.4941
O 2.9816 -0.6632 1.2417
P 2.2879 0.6980 1.6292
S 3.3582 2.1374 2.3005
S 1.3486 1.3140 -0.1428
O 1.1310 0.1967 2.6057
C 0.3612 1.1629 3.4061
C -0.7569 0.3591 4.0350
C -0.2030 2.3227 2.6092
H 6.2200 -1.2839 1.9798
H 5.4968 0.3268 1.8538
H 5.4984 -0.7528 0.4540
H 4.0227 -2.3363 1.6552
H 3.9631 -0.2498 3.8738
H 4.6380 -1.8771 3.9753
H 2.8950 -1.6613 3.7686
H 1.0530 1.5194 4.1726
H -1.4427 0.0383 3.2515
H -1.3094 0.9934 4.7279
H -0.3801 -0.5032 4.5825
H -0.8880 1.9554 1.8418
H 0.5775 2.9230 2.1479
H -0.7614 2.9674 3.2889
```

## Properties
Energy relative to the best compared isomer or geometry (same formula, charge and spin)   0.000 eV
HOMO energy (spin up / spin down)   -11.061 / -11.161 eV
Total energy   -3470.5627 hartree
Net charge   +1
Multiplicity   3


2.
ORCA calculation (the ωB97M-V functional and the def2-TZVPD basis) on a molecular structure, C22H35NO4P2Tc in a non-equilibrium geometry.

Structure (XYZ):
```
65
C22H35NO4P2Tc the ωB97M-V functional and the def2-TZVPD basis
Tc 0.2068 -0.1123 -0.9625
P 2.2745 -0.3959 -1.9817
P -2.0863 0.4508 0.1116
N -0.6107 0.0708 -2.5989
H 0.2704 -1.7146 -0.8607
C 3.0126 -2.0808 -2.1526
H 3.9922 -2.0284 -2.6521
H 2.3376 -2.7004 -2.7572
H 3.1370 -2.5418 -1.1648
C 3.7135 0.5056 -1.2643
H 4.6407 0.2407 -1.7917
H 3.8197 0.2758 -0.1983
H 3.5352 1.5815 -1.3718
C 2.4093 0.1744 -3.7231
H 3.4322 0.0346 -4.1031
H 2.1508 1.2389 -3.7723
H 1.7098 -0.3987 -4.3429
C -3.2384 -0.8667 0.7223
H -4.2095 -0.4595 1.0581
H -2.8096 -1.4721 1.5331
H -3.3684 -1.5294 -0.1457
C -2.0902 1.7562 1.3854
H -3.0538 1.9045 1.8865
H -1.6428 2.6982 1.0440
H -1.4528 1.3357 2.1547
C -3.2198 1.3227 -1.0344
H -4.1613 1.5626 -0.5220
H -3.4216 0.6812 -1.8954
H -2.7659 2.2522 -1.3917
C -1.1357 0.2110 -3.8587
C -2.0625 -0.7052 -5.9484
C -1.5518 -0.9057 -4.6718
C -1.2610 1.5113 -4.4574
C -1.7797 1.6663 -5.7360
C -2.1885 0.5719 -6.4952
H -2.3764 -1.5602 -6.5366
H -1.4510 -1.9118 -4.2539
H -0.9287 2.3715 -3.8690
H -1.8683 2.6656 -6.1453
H -2.5979 0.7141 -7.4942
C 1.9703 -0.1433 1.6481
O 1.5638 0.5932 0.7051
C 2.3081 -1.5645 1.4489
H 2.3451 -2.0628 2.4179
H 3.2920 -1.5940 0.9767
H 1.5703 -2.1253 0.8563
C 2.1670 0.3991 3.0172
H 1.7489 -0.2617 3.7853
H 1.7832 1.4147 3.1226
H 3.2290 0.3915 3.2665
O -0.5617 2.1775 3.5856
C -0.4783 1.0106 4.3266
C -0.2670 1.2567 5.6881
C -0.1097 0.1907 6.5674
C -0.2425 -1.1362 6.1284
C -0.5558 -1.3531 4.8019
C -0.6546 -0.3266 3.8570
C -0.5323 -1.0291 2.5220
O -0.3680 -2.2625 2.6402
O -0.5004 -0.4678 1.3507
H -0.0262 2.1674 2.7659
H -0.2591 2.3088 5.9976
H 0.0982 0.3891 7.6151
H -0.1536 -2.0290 6.7533
H -0.6764 -2.3576 4.4139
```

## Properties
HOMO energy (spin up / spin down)   -6.435 / -7.214 eV
Total energy   -1978.3556 hartree
Multiplicity   4